Entry 1:
The following is a quantum chemistry calculation of C16H20AsCuN3O3 as an isolated structure, from the OMol25 dataset.

- spin multiplicity = 2
- highest occupied orbital energy (alpha / beta) (eV) = -6.63 / -7.49
- gap between HOMO and LUMO (alpha / beta) (eV) = 6.47 / 7.19

Structure (XYZ):
```
44
Properties=species:S:1:pos:R:3:forces:R:3:lowdin_spin:R:1
Cu 0.00000 0.00000 0.00000 0.7020 -0.4251 -4.4548 0.56
O -4.18334 -0.61381 -1.14857 0.7100 0.0365 1.1741 0.00
C -4.58087 -0.87242 0.14073 0.3869 0.2329 -0.9421 0.00
C -5.91046 -1.26072 0.31253 -0.1250 -0.1198 0.6933 0.00
C -6.39382 -1.53392 1.59056 0.3846 0.1343 -0.2917 0.00
C -5.54561 -1.42079 2.69079 0.4780 0.1074 0.0345 0.00
C -4.21268 -1.03071 2.51331 -0.7679 -0.1969 -0.2975 0.00
C -3.70014 -0.74567 1.23540 -0.1880 -0.1452 1.6037 0.00
C -2.25805 -0.29312 1.14537 -3.3170 -1.1531 1.5153 0.01
O -1.88804 -0.10937 -0.03277 0.2753 0.4433 -2.1564 0.05
N -1.56597 -0.10049 2.22949 -0.2639 -0.6669 0.1780 -0.01
N -0.32821 0.35202 1.78811 -1.2639 2.2341 2.3013 0.01
C -0.23767 1.62848 1.91965 0.0206 -0.0622 0.9185 0.04
C 0.82162 2.26548 1.17242 0.2142 0.0263 0.1495 0.00
C 1.30685 3.52363 1.48724 0.6016 0.1115 -0.5635 0.01
C 2.31205 4.03795 0.67424 -0.0377 -0.0292 -0.0400 0.00
C 2.76095 3.28727 -0.41214 -0.1984 -0.0177 0.3521 0.01
C 2.18545 2.04456 -0.64359 -0.1901 -0.5592 0.1023 0.00
N 1.22304 1.51378 0.13050 1.6709 2.5932 -0.1967 0.04
H -3.21876 -0.37493 -1.02364 -0.5549 -0.1073 -0.4696 0.00
H -6.55748 -1.34341 -0.55437 0.1814 0.0478 0.0247 0.00
H -7.42794 -1.83364 1.72621 0.0823 0.0261 -0.0260 0.00
H -5.91259 -1.63220 3.69033 0.0237 0.0163 -0.1094 0.00
H -3.56246 -0.94492 3.38033 -0.0272 0.0391 -0.2424 0.00
H -0.95601 2.24275 2.48559 0.1942 -0.5023 -0.1683 0.00
H 0.92482 4.07441 2.33668 -0.0243 -0.0730 -0.0287 0.00
H 2.73922 5.01417 0.88029 -0.0437 -0.0925 -0.0371 0.00
H 3.53765 3.66068 -1.06918 -0.1090 -0.0534 0.0391 0.00
H 2.48881 1.42382 -1.48090 -0.0782 0.0885 0.0074 0.01
C 2.42226 -2.73306 2.51931 0.5046 -0.7350 0.0440 0.00
As 1.99056 -2.82575 0.60280 -1.0660 1.2472 -0.3351 0.01
C 3.55030 -2.59818 -0.57342 0.4226 -0.7376 0.2238 0.00
C 0.84934 -4.35298 0.11999 0.5993 -0.6390 0.1807 0.00
O 1.05750 -1.50118 0.32024 1.4559 -2.0395 0.5265 0.03
H 3.05649 -3.59999 2.79591 -0.3185 0.5120 0.0355 0.00
H 1.48423 -2.75676 3.11096 0.4775 0.0406 -0.5934 0.00
H 2.96996 -1.79150 2.72957 -0.3957 -0.5528 -0.3481 0.00
H 4.23790 -3.45875 -0.44324 -0.2347 0.5281 -0.1903 0.00
H 4.07826 -1.65897 -0.30932 -0.5013 -0.5695 -0.0238 0.00
H 3.21299 -2.55003 -1.62906 -0.0167 -0.0246 0.7675 0.00
H 1.40902 -5.29661 0.28291 -0.4372 0.3925 -0.1374 0.00
H 0.55906 -4.27427 -0.94785 0.2869 0.1763 0.6949 0.00
H -0.06142 -4.34846 0.75338 0.6581 0.2141 -0.3265 0.00
H 0.20779 -0.20137 -1.63012 -0.1713 0.2538 0.4122 0.21
```
Forces are in eV/Å.



Entry 2:
The following is a quantum chemistry calculation of C16H20B3F24O8Sn as an isolated structure, from the OMol25 dataset.

- energy relative to the best compared isomer or geometry (same formula, charge and spin) (kJ/mol) = 23.5
- total charge = -1
- spin multiplicity = 1
- highest occupied orbital energy (eV) = -8.12
- gap between HOMO and LUMO (eV) = 6.66

Structure (XYZ):
```
72
Properties=species:S:1:pos:R:3:forces:R:3:lowdin_charge:R:1
Sn -19.11964 10.06400 -15.11685 4.4421 1.2268 -0.9457 1.89
B -17.10173 11.83140 -17.21518 0.8411 0.8064 0.6511 -1.33
F -17.85425 12.98011 -17.47895 -0.6512 0.2123 0.0302 0.10
F -15.94740 11.96605 -17.93080 0.1229 -0.5102 0.3071 0.20
F -17.01972 11.77206 -15.79089 -0.5183 -0.2748 0.0847 0.05
F -17.78904 10.62573 -17.51864 -1.1729 -0.6096 -0.0506 0.03
B -16.14355 7.90971 -15.93433 2.0277 0.1001 -0.3784 -1.37
F -16.01300 9.29638 -15.77577 -0.8732 0.3336 -0.2402 0.11
F -17.39124 7.60175 -16.45888 -2.5908 0.3455 -0.0930 0.08
F -15.23284 7.41146 -16.87936 0.2127 0.0970 0.1297 0.10
F -15.98374 7.33556 -14.70316 -0.1727 -0.6987 0.7665 0.15
B -16.03541 10.99183 -12.62260 1.2282 0.4023 0.4590 -1.26
F -16.26886 10.70918 -11.26613 -0.5692 0.3118 -0.3986 0.10
F -15.36027 9.98066 -13.20472 0.5385 -0.5595 -0.1415 0.19
F -17.27295 11.12993 -13.38777 -2.5999 -0.5184 -0.4279 -0.06
F -15.41623 12.24262 -12.78058 -0.2068 -0.1570 0.2890 0.11
C -19.30861 15.68998 -17.74448 -0.1657 0.8162 -0.7518 -0.05
C -18.06843 16.02083 -18.56837 1.8990 -0.7550 2.1795 -0.19
O -18.18505 17.27115 -19.25295 -1.6115 -0.0571 -1.0257 0.05
C -17.14588 17.72772 -19.91887 1.1547 -0.4593 1.2322 -0.39
O -16.01878 17.35907 -19.72821 -0.2579 0.2838 -0.9487 0.17
C -17.50010 18.88729 -20.87517 -0.7747 -0.1742 -0.1824 -0.54
F -16.57797 19.83808 -20.82862 -0.0476 0.0632 0.1100 0.18
F -17.60095 18.46980 -22.14912 0.3112 -0.2503 0.0929 0.15
F -18.70313 19.39740 -20.56991 0.2635 0.3178 0.1553 0.15
H -20.17275 15.65018 -18.41121 -0.2181 -0.0660 0.2055 0.08
H -19.44464 16.49145 -17.01694 -0.1941 0.1251 -0.1374 0.08
H -19.24068 14.78034 -17.15228 0.4166 -0.1537 -0.4090 0.06
H -17.60248 15.22024 -19.14734 -0.8302 0.0724 -0.8473 0.13
H -17.24511 16.12939 -17.85880 -0.1392 0.3189 0.2151 0.10
C -17.37699 15.24805 -12.83460 -0.3207 0.4211 -0.0107 -0.05
C -17.27912 14.61478 -14.21367 0.4942 -1.1227 0.2077 -0.19
O -16.68086 15.41695 -15.24970 -0.1284 0.9676 -0.0936 0.02
C -15.38194 15.30305 -15.48664 0.3666 -1.2360 1.0411 -0.39
O -14.64169 14.46955 -15.05169 -0.2200 0.2851 -0.1182 0.20
C -14.83715 16.40364 -16.38223 0.2412 0.3244 0.0622 -0.55
F -13.57607 16.68051 -16.04124 0.0277 -0.1317 -0.1759 0.17
F -14.86211 16.02434 -17.66208 0.0262 0.1982 0.1564 0.17
F -15.52690 17.54296 -16.22054 -0.2276 0.1319 -0.4275 0.15
H -18.28154 14.84079 -12.37927 0.0709 -0.0221 0.1646 0.07
H -17.48661 16.33422 -12.82270 -0.0527 0.0161 -0.2903 0.07
H -16.53846 14.99517 -12.18803 0.0947 -0.1127 -0.1983 0.08
H -18.24131 14.32811 -14.63467 -0.0841 0.1965 0.1096 0.12
H -16.68964 13.70736 -14.07294 -0.0413 -0.0809 -0.3620 0.09
C -16.66629 9.02645 -21.30502 0.1790 0.5355 0.2871 -0.06
C -15.99616 9.79829 -20.17593 0.0269 -0.5934 0.0172 -0.19
O -14.57961 9.66302 -20.42841 0.4571 -0.4942 -1.1052 0.01
C -13.64838 9.50304 -19.49184 -1.7128 0.6522 1.1303 -0.38
O -13.82743 9.72781 -18.33519 0.6856 -0.3863 -0.0406 0.20
C -12.27463 9.12172 -20.06939 -0.8067 0.2988 0.3859 -0.54
F -11.72488 8.14003 -19.32567 -0.1016 0.5137 -0.9582 0.16
F -12.34241 8.80803 -21.36552 0.2809 -0.7916 0.1011 0.16
F -11.52617 10.21771 -20.00064 0.8194 0.2118 0.2653 0.17
H -17.74019 9.00968 -21.11349 -0.0491 -0.0513 -0.1789 0.07
H -16.27732 8.00947 -21.29351 -0.1166 -0.0329 -0.1026 0.08
H -16.45143 9.49678 -22.26430 -0.1112 -0.1251 -0.0882 0.07
H -16.31422 9.33069 -19.24451 0.5590 0.2333 0.3257 0.12
H -16.23391 10.85933 -20.15453 -0.0095 0.0013 0.0200 0.12
C -19.36164 12.41288 -21.11150 0.2746 0.1953 0.3551 -0.04
C -19.48242 12.30579 -19.59849 1.6692 0.9218 -0.7953 -0.18
O -20.87838 12.29290 -19.32347 -1.0643 -0.4515 0.4428 0.07
C -21.31891 12.17759 -18.10509 1.1545 -0.5281 -0.3104 -0.39
O -20.66469 11.90189 -17.12718 -0.1337 -0.1389 0.4667 0.07
C -22.82854 12.36683 -18.02671 -0.3083 0.2328 -0.3962 -0.55
F -23.41038 12.40420 -19.23412 0.0747 -0.2546 0.4565 0.17
F -23.33002 11.36007 -17.31163 -0.3552 -0.1125 -0.0338 0.17
F -23.11428 13.51122 -17.41048 -0.0406 0.1748 0.2277 0.18
H -20.12374 13.08171 -21.50923 0.1278 0.1381 -0.0250 0.08
H -19.44682 11.45834 -21.62951 -0.0515 -0.0980 0.1701 0.07
H -18.36682 12.81510 -21.30802 -0.0579 0.0268 -0.2494 0.09
H -19.05781 13.15407 -19.05405 -0.3556 0.2026 -0.5471 0.10
H -18.81706 11.52581 -19.21901 -1.1455 -0.7047 0.1847 0.12
```
Forces are in eV/Å.



Entry 3:
The following is a quantum chemistry calculation of C16H20Br3N5O10 as an isolated structure, from the OMol25 dataset.

- energy relative to the best compared isomer or geometry (same formula, charge and spin) (kJ/mol) = 2466.5
- spin multiplicity = 1
- highest occupied orbital energy (eV) = -8.69
- gap between HOMO and LUMO (eV) = 7.35

Structure (XYZ):
```
54
Properties=species:S:1:pos:R:3:forces:R:3:lowdin_charge:R:1
C -3.06462 -0.14439 -0.88122 -3.2104 1.0237 -1.9031 -0.15
N -3.17023 1.03770 -1.79397 -2.8613 0.9777 2.1057 -0.40
O -2.78173 0.91465 -2.92630 -2.5055 -0.7538 -0.7433 0.06
O -3.60178 2.10064 -1.27825 -0.6719 -2.0798 -3.3150 -0.13
H -3.99249 -0.71437 -0.92910 -0.0253 0.0005 -0.1851 0.13
H -2.89372 0.24283 0.12324 -0.8811 -0.3629 -0.4798 -0.04
H -2.15533 -0.65213 -1.20292 -4.0166 0.3413 -2.4740 -0.11
C 0.17525 -2.61564 0.73832 3.1907 -5.6557 -1.4232 -0.22
N 0.09463 -3.50527 -0.43667 0.6479 -1.3743 0.3406 -0.45
O 1.06777 -4.16281 -0.77953 -0.5829 0.6056 0.3136 0.08
O -0.99638 -3.59359 -0.93467 -1.5599 -0.1641 -1.1649 0.06
H 0.13675 -3.32062 1.56875 0.1992 -0.0975 -1.3872 0.10
H -0.63995 -1.89208 0.73901 1.5275 -5.4476 2.4186 -0.16
H 1.18543 -2.25549 0.54356 -0.5051 0.0515 1.0986 0.11
C 2.08279 0.63452 -0.77286 1.4154 -0.6147 0.0699 -0.06
N 1.65770 -0.42731 -1.68086 1.7688 -2.3540 3.2666 -0.32
O 1.74818 -0.24566 -2.86197 3.1680 -6.2971 0.9400 0.03
O 1.16323 -1.38321 -1.06055 3.1824 0.5860 -3.9111 -0.15
H 1.15198 1.17951 -0.61580 2.1799 -0.5887 -0.3362 -0.03
H 2.73554 1.26638 -1.37518 0.5838 -1.2332 1.9197 0.09
H 2.43061 0.34162 0.21776 0.4490 -0.9588 -0.9336 0.08
C 0.69234 1.37155 -2.95262 -1.8036 4.4533 -2.2322 -0.11
C 1.82879 2.04749 -2.57936 0.0081 3.0726 -1.2699 -0.11
C 1.84848 3.09821 -1.62437 -1.8021 0.5900 -1.9375 0.03
C 0.58395 3.50478 -1.17621 -0.1122 -0.1096 -0.6995 -0.15
C -0.62319 2.95020 -1.69529 0.8859 0.7144 -1.2187 -0.09
C -0.53813 1.85115 -2.56233 0.7645 1.3333 -0.4178 -0.05
N 0.47391 4.51994 -0.11534 -0.9953 2.4084 0.4190 -0.33
O -0.66565 4.74877 0.29830 0.9629 -0.6043 -0.3771 0.01
O 1.42505 5.21825 0.24172 -0.1746 -1.6322 -0.7284 0.07
H 0.84115 0.57383 -3.66530 -2.1340 1.7802 -1.0395 0.12
H 2.67693 1.53687 -3.01103 0.7429 1.1789 0.0026 0.14
H 2.73143 3.61791 -1.28274 0.1119 -0.2007 0.1051 0.14
H -1.61465 3.22137 -1.36381 0.6114 0.7085 -0.2763 0.05
H -1.41795 1.32564 -2.90314 1.5388 0.9145 -0.1502 0.04
C -1.74508 -1.86998 2.55857 0.4246 -0.2055 0.2278 -0.04
C -0.91707 -0.82107 2.12987 -0.7635 0.9293 3.1963 -0.30
C 0.47141 -0.85542 2.29254 -0.2019 -4.6663 3.1804 -0.24
C 0.97206 -1.97740 2.92110 -0.3292 -0.7029 2.3742 -0.14
C 0.18020 -3.07408 3.34124 0.3167 0.9941 0.5143 -0.03
C -1.20223 -3.03783 3.10613 0.6917 0.8598 1.0256 -0.04
N 2.45752 -2.11634 3.10915 0.9572 0.5197 -1.4048 -0.32
O 3.19420 -1.27835 2.57730 -1.2262 0.2592 0.1796 0.06
O 2.92940 -3.08245 3.65337 -0.8389 -0.4560 0.6030 0.10
H -2.79751 -1.79459 2.32811 -0.1639 -0.0671 0.1648 0.12
H -1.39279 0.02428 1.65502 -0.1258 0.0783 1.8529 -0.02
H 1.15121 -0.08107 1.96904 0.4257 -4.6632 1.0047 -0.17
H 0.68563 -3.95345 3.71227 -0.0915 -0.0077 0.2353 0.13
H -1.77230 -3.90785 3.39677 -0.3117 0.1398 -0.1163 0.12
C -0.52344 1.16770 0.10866 -1.8018 -0.5958 2.0038 -0.91
Br 0.81599 1.38637 1.56156 -1.8684 10.2132 -1.4922 1.09
Br -2.17417 2.16541 0.61643 2.9699 0.3493 3.2574 1.03
Br -0.86657 -0.81035 -0.24468 3.2750 7.1236 -2.5075 1.32
H -0.04234 1.52537 -0.80168 -1.4352 -0.3131 1.3046 -0.06
```
Forces are in eV/Å.



Entry 4:
The following is a quantum chemistry calculation of C16H20BrCoIN2OS3 as an isolated structure, from the OMol25 dataset.

- energy relative to the best compared isomer or geometry (same formula, charge and spin) (kJ/mol) = 81.0
- total charge = +3
- spin multiplicity = 1
- highest occupied orbital energy (eV) = -16.85
- gap between HOMO and LUMO (eV) = 5.20

Structure (XYZ):
```
45
Properties=species:S:1:pos:R:3:forces:R:3:lowdin_charge:R:1
Co 0.05421 0.29402 -0.28409 2.2117 0.6910 1.8629 0.08
C 1.95389 -1.44279 1.75979 0.2417 -0.0824 -0.0891 -0.44
C 0.86679 -1.01717 2.71168 -0.1429 -0.0530 0.1369 -0.40
S -0.64032 -0.48176 1.83897 -0.1528 0.2897 -1.1065 1.02
C -1.05657 1.08045 2.64533 -0.2706 -0.1346 0.1926 -0.43
C 0.02990 2.11703 2.57960 0.0912 0.1911 -0.0177 -0.41
S 0.52862 2.40632 0.85964 -0.2318 -0.4568 -0.7166 1.02
C 2.33263 2.46524 0.95128 -0.0220 0.0953 0.0061 -0.43
C 2.96404 1.18403 1.43581 0.1338 -0.0720 -0.0489 -0.41
S 2.34642 -0.23423 0.48089 -0.7761 -0.0424 -0.3481 0.99
H 1.66630 -2.33389 1.20297 0.0915 -0.0595 0.0561 0.08
H 2.87292 -1.67539 2.30111 -0.0101 -0.0410 0.0008 0.12
H 1.16592 -0.21982 3.38819 0.0623 -0.0067 -0.0165 0.09
H 0.57574 -1.87512 3.32067 -0.0633 0.0614 0.0630 0.12
H -1.32465 0.85999 3.68074 -0.0467 -0.0239 -0.0139 0.12
H -1.95976 1.41467 2.13177 -0.0455 -0.0174 0.0533 0.10
H 0.91205 1.86350 3.16293 -0.0291 -0.0318 0.0368 0.09
H -0.36248 3.05987 2.96422 0.0726 0.0397 -0.0148 0.12
H 2.61118 3.30519 1.59097 -0.0122 0.0442 -0.0511 0.12
H 2.64392 2.70625 -0.06647 0.0458 0.0516 0.0229 0.10
H 2.80311 0.99260 2.49479 -0.0240 0.0496 0.0071 0.09
H 4.04141 1.23198 1.26769 0.0115 -0.0624 0.0507 0.12
O 1.15017 -4.70918 -3.46377 0.0043 -0.0682 -0.0358 0.19
C 0.82696 -3.73238 -2.65617 -0.0639 0.0426 0.1153 -0.26
C 0.18068 -3.88745 -1.41571 0.0275 -0.0627 -0.0361 0.07
C -0.10947 -2.77834 -0.66434 -0.1891 0.0238 -0.0387 -0.09
N 0.20330 -1.52971 -1.06746 -0.5157 0.5334 -0.1215 -0.11
C 0.82119 -1.40975 -2.24687 0.0213 -0.0985 -0.0637 -0.64
Br 1.20615 0.41138 -2.63761 -0.2906 0.0939 0.2960 1.05
C 1.16309 -2.42942 -3.07610 0.0627 -0.0783 -0.1439 0.04
H 0.89735 -5.59691 -3.16029 0.0056 0.1165 0.0188 0.17
H -0.09933 -4.86853 -1.05476 -0.0025 0.0072 0.0206 0.15
H -0.62073 -2.87107 0.28526 -0.0577 -0.0214 -0.0365 0.12
H 1.66324 -2.27590 -4.02298 0.0059 0.0277 0.0061 0.15
I -5.76068 0.23394 -1.07003 0.1617 0.0491 -0.0241 1.04
C -3.92194 1.16571 -1.34663 -0.3837 -0.0763 0.0625 -0.70
C -3.80660 2.33490 -2.09114 0.1885 0.0350 0.0103 -0.06
C -2.55754 2.93133 -2.21204 -0.1370 -0.0019 -0.0146 0.01
C -1.46390 2.34153 -1.61600 -0.0705 0.0543 -0.0598 -0.16
N -1.57811 1.20542 -0.90790 0.0288 -0.9717 0.0265 -0.09
C -2.78444 0.62940 -0.77061 -0.0049 0.0173 -0.0030 -0.18
H -4.67241 2.77558 -2.56794 -0.0126 0.0073 0.0239 0.13
H -2.43474 3.85164 -2.76620 0.0280 -0.0128 -0.0193 0.14
H -0.48317 2.78610 -1.70470 -0.0027 -0.0100 0.0019 0.09
H -2.84435 -0.27927 -0.18449 0.0615 -0.0361 -0.0509 0.10
```
Forces are in eV/Å.